# 1
66
Properties=species:S:1:pos:R:3:forces:R:3 method="wB97M-V/def2-TZVPD" homo_lumo_gap_ev=5.08 total_charge=-1 largest_force_ev_per_a=4.94 e_lumo_ev=2.2007
O -0.529 1.614 -1.812 -1.1 0.3 1.7
C -0.696 2.081 -0.398 0.3 -1.0 -0.7
C -2.227 2.263 -0.542 0.6 0.3 -0.5
H -0.107 2.977 -0.281 0.0 0.0 0.3
H -0.401 1.276 0.296 -0.1 0.3 -0.2
C -1.972 1.737 -2.002 0.0 0.0 -0.3
H -2.640 3.288 -0.409 0.5 -0.8 -0.1
H -2.798 1.537 0.057 0.1 0.4 -0.2
C -2.100 2.680 -3.214 0.1 -0.2 0.1
H -1.506 3.593 -3.040 -0.2 -0.4 0.0
H -3.126 2.966 -3.435 -0.2 0.0 0.0
H -1.669 2.190 -4.116 -0.3 0.1 0.6
C -2.681 0.387 -2.130 -0.2 -0.1 -0.2
H -2.620 -0.161 -1.174 0.0 0.3 -0.4
H -2.233 -0.279 -2.868 -0.2 0.5 0.0
H -3.747 0.534 -2.385 0.3 0.1 0.2
Be -0.060 -2.190 0.251 -0.1 0.1 -0.5
C -1.176 -3.292 1.266 0.4 0.0 2.3
C -0.674 -3.005 2.626 -4.6 -0.1 -1.7
C -1.092 -1.671 2.933 -0.2 -0.7 0.2
H -0.600 -3.806 3.353 0.4 0.3 -0.3
C -1.734 -1.105 1.839 -0.6 -1.1 -0.6
C -1.836 -2.102 0.790 -0.3 1.4 0.6
H -2.523 -2.045 -0.053 0.4 0.0 0.2
H -1.300 -4.295 0.854 0.2 0.4 0.1
H -0.915 -1.209 3.902 0.1 0.1 -0.3
H -2.163 -0.104 1.792 0.3 -0.2 -0.1
C 0.883 -3.074 -1.159 1.2 0.9 -0.3
C -0.417 -2.840 -1.700 0.2 0.4 -2.1
C -0.316 -1.688 -2.543 -0.4 -0.7 0.7
H -1.266 -3.531 -1.677 0.4 0.2 0.0
C 0.921 -1.056 -2.319 1.4 -1.4 -0.1
C 1.726 -1.941 -1.554 -1.4 -0.9 -1.7
H 2.805 -1.872 -1.467 -0.5 0.2 0.4
H 1.232 -4.014 -0.736 -0.1 0.2 0.1
H -0.971 -1.461 -3.381 -0.2 0.2 0.7
H 1.247 -0.096 -2.723 -0.2 -0.4 0.0
O -0.773 4.954 -0.445 -0.2 2.1 0.2
C -1.874 5.634 -1.078 -0.4 -0.4 0.1
C -1.840 7.128 -0.767 0.5 -0.1 0.2
H -2.837 5.244 -0.699 0.4 -0.2 -0.2
H -1.818 5.430 -2.150 -0.1 0.0 0.1
C -0.813 7.267 0.369 0.1 -0.5 0.4
H -2.818 7.470 -0.435 0.0 0.1 -0.2
H -1.543 7.697 -1.645 0.0 0.1 0.0
C -0.162 5.864 0.513 0.0 -0.3 -0.1
H -1.307 7.502 1.324 0.2 0.2 -0.4
H -0.067 8.040 0.152 -0.2 -0.2 0.1
H -0.341 5.450 1.527 0.2 0.2 -0.5
H 0.928 5.910 0.318 -0.6 -0.2 0.1
O 1.094 -5.237 3.790 0.3 -0.5 0.4
S 2.048 -4.166 3.780 -0.3 1.7 -1.6
O 2.683 -3.755 5.006 -0.3 -0.2 -0.2
N 1.326 -2.865 2.962 4.3 0.1 -0.1
C 2.040 -2.491 1.885 -1.4 0.0 2.9
S 1.522 -1.118 1.047 0.4 1.1 0.6
C 3.172 -3.354 1.555 0.8 -1.7 0.2
C 4.027 -3.418 0.441 -0.3 0.8 0.2
C 4.872 -4.509 0.243 0.1 -0.2 0.4
C 4.952 -5.508 1.232 -0.2 0.4 -0.3
C 4.163 -5.416 2.391 0.3 -0.4 -0.1
C 3.261 -4.376 2.513 1.0 -0.5 -0.6
H 4.032 -2.567 -0.242 -0.1 -0.5 0.1
H 5.477 -4.577 -0.682 -0.4 0.1 0.8
H 5.624 -6.351 1.067 -0.2 0.2 0.2
H 4.253 -6.163 3.185 -0.1 0.2 -0.3

***

# 2
68
Properties=species:S:1:pos:R:3:forces:R:3 method="wB97M-V/def2-TZVPD" multiplicity=5 homo_lumo_gap_ev="4.78 / 5.61" total_charge=-1 largest_force_ev_per_a=2.53 e_lumo_ev="2.2673 / 0.4944"
Ir 0.218 0.476 -0.338 0.3 -0.4 -0.3
O 0.853 3.720 4.980 -0.3 -0.8 -1.7
C 0.683 3.146 3.905 0.6 0.9 2.3
C -0.419 3.393 2.938 -1.5 1.0 -0.7
O -1.285 4.255 3.027 0.8 -0.9 -0.1
C -0.239 2.398 1.849 0.2 -0.4 0.1
C 0.904 1.603 2.123 -0.4 1.0 0.8
O 1.269 0.642 1.349 0.3 0.0 -0.3
C 1.530 2.021 3.377 0.8 -0.9 -0.1
O 2.526 1.557 3.915 -0.4 0.3 -0.3
O -0.983 2.171 0.853 0.5 0.2 -0.4
C -1.779 -3.318 -3.435 0.0 0.0 0.1
C -1.753 -1.830 -3.244 0.0 0.2 0.1
C -2.329 -0.960 -4.186 -0.1 -0.6 -0.1
C -2.225 0.418 -3.951 0.4 0.7 0.6
C -1.572 0.863 -2.834 -0.3 0.5 -0.7
Br -1.386 2.731 -2.547 -0.1 -0.1 0.1
N -1.031 0.050 -1.883 0.0 0.5 0.6
C -1.157 -1.300 -2.135 0.1 -1.0 -0.1
H -2.171 -3.567 -4.418 0.0 -0.1 -0.1
H -2.406 -3.792 -2.680 -0.1 -0.1 0.0
H -0.773 -3.724 -3.339 0.0 -0.1 0.0
H -2.836 -1.335 -5.059 0.0 -0.1 -0.1
H -2.640 1.134 -4.643 0.0 0.1 0.0
H -0.728 -1.948 -1.377 0.0 0.0 0.0
C 0.126 -4.143 1.477 -0.5 0.1 0.1
Ge -1.782 -3.818 1.908 -0.1 -0.1 0.0
C -2.913 -4.057 0.285 0.3 0.1 0.5
C -2.372 -5.190 3.227 0.2 0.3 -0.3
C -2.023 -2.050 2.801 0.2 -0.3 -0.5
Se -1.568 -0.410 1.802 -0.8 -0.5 0.2
C -3.268 -0.213 0.868 0.0 0.0 0.2
H 0.236 -5.111 0.996 0.0 -0.1 -0.1
H 0.719 -4.148 2.387 0.1 0.0 0.2
H 0.536 -3.383 0.818 0.0 0.2 -0.1
H -2.717 -5.038 -0.142 0.1 -0.1 0.0
H -2.705 -3.310 -0.473 0.1 0.2 -0.1
H -3.969 -4.008 0.535 -0.1 0.0 0.1
H -2.260 -6.187 2.813 0.0 -0.2 -0.1
H -3.415 -5.053 3.495 -0.2 0.1 0.0
H -1.780 -5.135 4.135 0.1 0.0 0.1
H -1.369 -2.028 3.674 0.0 0.0 0.0
H -3.044 -1.923 3.163 0.0 0.0 -0.1
H -3.522 -1.128 0.333 0.1 0.1 0.0
H -3.139 0.615 0.175 0.0 0.0 0.0
H -4.041 0.030 1.597 0.0 0.0 -0.1
C 3.930 1.558 -2.484 -0.2 0.0 0.2
C 3.075 1.388 -1.213 0.2 -0.1 0.4
C 3.920 0.597 -0.193 -0.2 0.2 -0.1
C 1.820 0.626 -1.535 -0.3 0.1 -0.3
C 2.687 2.764 -0.684 0.2 0.1 0.0
C 2.996 3.216 0.593 0.1 -0.1 -0.1
C 2.609 4.480 1.011 0.0 0.2 0.1
C 1.918 5.318 0.157 0.0 0.2 0.1
C 1.594 4.878 -1.115 -0.1 0.0 -0.1
C 1.972 3.615 -1.524 0.0 0.1 0.0
H 4.215 0.581 -2.869 0.0 -0.1 -0.1
H 4.834 2.117 -2.249 0.1 0.1 0.0
H 3.388 2.087 -3.260 -0.1 0.1 -0.1
H 4.172 -0.379 -0.605 0.0 0.0 -0.1
H 3.356 0.446 0.720 0.1 -0.1 0.1
H 4.837 1.136 0.039 0.2 0.0 0.0
H 1.934 -0.036 -2.397 -0.4 -0.2 0.1
H 3.534 2.592 1.287 0.1 -0.2 0.1
H 2.838 4.799 2.020 0.0 0.0 0.0
H 1.645 6.315 0.476 -0.1 0.0 0.1
H 1.027 5.510 -1.784 0.0 0.1 -0.1
H 1.702 3.276 -2.512 -0.1 -0.1 -0.1

***

# 3
64
Properties=species:S:1:pos:R:3:forces:R:3 method="wB97M-V/def2-TZVPD" multiplicity=5 homo_lumo_gap_ev="4.06 / 2.91" total_charge=+1 largest_force_ev_per_a=7.65 e_lumo_ev="-3.7021 / -8.4008"
O 0.842 -1.253 -6.930 0.3 -1.1 -0.9
C 1.328 -2.614 -7.233 0.0 0.1 0.3
C 1.573 -2.310 -8.692 -0.2 0.9 0.0
H 0.580 -3.390 -7.029 0.1 0.3 -0.1
H 2.245 -2.837 -6.683 -0.1 -0.1 0.1
C 1.064 -0.889 -8.326 0.3 0.2 -0.8
H 0.963 -2.861 -9.402 0.1 0.0 -0.1
H 2.629 -2.265 -8.967 -0.2 -0.4 -0.2
C -0.207 -0.416 -9.003 0.1 -0.1 0.1
H -1.004 -1.158 -8.907 0.1 0.1 0.0
H -0.007 -0.233 -10.068 -0.1 0.0 0.2
H -0.517 0.527 -8.538 -0.1 -0.1 -0.1
C 2.159 0.152 -8.495 0.0 0.2 0.1
H 3.093 -0.149 -8.006 -0.2 0.0 0.0
H 1.838 1.113 -8.075 0.1 -0.1 -0.1
H 2.358 0.276 -9.570 0.0 0.1 0.3
Ru 0.116 0.711 0.469 -2.9 -5.0 5.0
C 1.994 1.369 1.375 0.1 0.4 -1.1
C 1.980 -0.021 1.709 0.7 -1.0 -0.5
C 1.813 -0.780 0.515 0.8 0.8 0.5
H 2.065 -0.421 2.709 -0.3 0.0 -0.1
C 1.785 0.129 -0.601 1.9 0.1 -0.1
C 1.941 1.468 -0.066 2.9 -0.3 -0.5
H 2.046 2.375 -0.648 0.0 -0.2 0.1
H 2.073 2.217 2.050 0.0 -0.3 -0.1
H 1.678 -1.850 0.425 0.0 0.2 0.2
H 1.747 -0.176 -1.638 0.1 0.1 0.2
C -1.721 1.936 0.871 0.0 0.2 -1.2
C -0.704 2.522 0.015 -1.6 1.4 -1.1
C -0.615 1.694 -1.178 -2.1 1.8 -1.4
H -0.141 3.429 0.223 -0.3 -0.2 -0.1
C -1.594 0.636 -1.055 1.0 0.6 0.1
C -2.272 0.808 0.186 -0.7 0.9 0.2
H -3.065 0.171 0.558 0.3 0.0 0.0
H -2.002 2.310 1.855 0.2 -0.3 -0.3
H 0.020 1.850 -2.047 -0.3 0.1 0.3
H -1.771 -0.156 -1.790 0.3 0.3 0.3
O -0.753 -1.700 -3.516 1.8 -0.3 0.6
C 0.348 -0.828 -3.941 -0.1 0.8 0.0
C 1.581 -1.710 -4.270 -0.2 -0.3 0.6
H 0.619 -0.108 -3.137 -0.5 -0.4 -0.2
H 0.002 -0.216 -4.796 0.1 -0.6 0.3
C 0.915 -3.099 -4.289 0.0 0.6 -0.4
H 2.352 -1.671 -3.474 -0.4 0.0 -0.2
H 2.060 -1.438 -5.205 -0.1 0.1 0.2
C -0.062 -2.936 -3.132 -0.3 0.1 -0.5
H 1.612 -3.933 -4.286 0.0 -0.1 0.4
H 0.342 -3.145 -5.227 0.0 -0.2 0.7
H 0.501 -2.847 -2.176 -0.4 0.2 -0.3
H -0.796 -3.742 -3.040 0.0 0.3 0.0
Cl -3.995 -4.509 6.730 0.0 -0.1 0.0
C -3.150 -3.557 5.583 0.1 -0.1 -0.2
C -2.658 -2.302 5.960 -1.0 -1.5 0.6
C -1.993 -1.510 5.020 0.9 0.6 -2.0
C -1.822 -1.986 3.718 0.2 0.1 -0.2
C -2.308 -3.243 3.344 1.1 1.8 -0.9
C -2.967 -4.038 4.273 -1.0 -0.6 2.2
C -1.109 -1.152 2.674 0.9 1.2 -1.6
O -0.680 -0.004 3.005 -0.7 -1.2 0.1
O -0.994 -1.640 1.505 -0.3 0.2 1.4
H -2.791 -1.941 6.971 -0.1 -0.1 0.1
H -1.602 -0.524 5.277 -0.1 -0.3 -0.1
H -2.159 -3.575 2.319 0.1 0.1 0.1
H -3.341 -5.017 3.996 0.0 0.0 0.1

***

Values for energy above the lowest of the compared OMol25 structures with the same formula, charge and spin, kJ/mol, ordered as above
122.4, 60.8, 147.5